(1)
{"formula": "C22H20FeN3S6SbSi", "method": "ωB97M-V/def2-TZVPD", "symbols": ["Fe", "S", "C", "N", "C", "C", "C", "C", "C", "C", "S", "H", "H", "H", "H", "C", "Si", "C", "C", "C", "C", "C", "C", "N", "C", "S", "H", "H", "H", "H", "H", "H", "H", "H", "H", "H", "H", "H", "S", "Sb", "S", "S", "N", "C", "C", "C", "C", "C", "C", "C", "H", "H", "H", "H"], "positions_angstrom": [[0.81, -0.24, 0.12], [0.40, 0.06, 2.76], [1.44, 1.30, 2.27], [1.72, 1.48, 1.01], [2.62, 2.50, 0.79], [3.08, 2.93, -0.45], [3.98, 3.98, -0.51], [4.42, 4.62, 0.66], [3.96, 4.21, 1.90], [3.06, 3.15, 1.96], [2.30, 2.42, 3.34], [2.71, 2.45, -1.35], [4.35, 4.31, -1.47], [5.13, 5.44, 0.59], [4.29, 4.70, 2.80], [-2.15, 5.19, 0.75], [-3.23, 4.06, -0.26], [-3.21, 4.57, -2.07], [-5.01, 4.37, 0.31], [-2.86, 2.26, 0.09], [-3.80, 1.44, 0.66], [-3.48, 0.11, 0.96], [-2.20, -0.31, 0.72], [-1.24, 0.47, 0.19], [-1.57, 1.72, -0.18], [-0.41, 2.71, -1.00], [-2.34, 6.24, 0.51], [-1.09, 4.97, 0.56], [-2.33, 5.04, 1.82], [-3.81, 5.47, -2.21], [-3.62, 3.78, -2.69], [-2.19, 4.76, -2.40], [-5.25, 5.43, 0.19], [-5.16, 4.11, 1.36], [-5.73, 3.80, -0.29], [-4.80, 1.81, 0.87], [-4.20, -0.57, 1.40], [-1.90, -1.31, 0.99], [2.63, -2.43, -3.24], [2.91, -0.60, -1.88], [2.79, -1.27, 0.43], [0.67, 0.55, -1.94], [-2.01, -7.06, -0.59], [-1.56, -6.00, -0.51], [-0.99, -4.68, -0.40], [-0.53, -4.22, 0.84], [0.01, -2.95, 0.94], [0.09, -2.07, -0.16], [-0.37, -2.57, -1.38], [-0.90, -3.85, -1.51], [-0.57, -4.87, 1.71], [0.38, -2.63, 1.91], [-0.32, -1.95, -2.26], [-1.23, -4.20, -2.47]], "homo_ev": [-1.33, -1.31], "charge": -2, "de_lowest_kj_mol": 274.0, "gap_ev": [5.1, 5.0]}



(2)
{"formula": "C50H78IN9O3", "method": "ωB97M-V/def2-TZVPD", "symbols": ["C", "C", "C", "C", "O", "C", "O", "C", "C", "C", "C", "C", "C", "N", "C", "O", "C", "C", "C", "C", "C", "C", "C", "N", "C", "I", "C", "C", "H", "H", "H", "H", "H", "H", "H", "H", "H", "H", "H", "H", "H", "H", "H", "H", "H", "H", "H", "H", "H", "H", "H", "H", "H", "H", "H", "H", "H", "C", "C", "C", "C", "N", "H", "H", "H", "H", "H", "H", "H", "C", "C", "C", "C", "N", "H", "H", "H", "H", "H", "H", "H", "C", "C", "C", "C", "N", "H", "H", "H", "H", "H", "H", "H", "C", "C", "C", "C", "N", "H", "H", "H", "H", "H", "H", "H", "C", "C", "C", "C", "N", "H", "H", "H", "H", "H", "H", "H", "C", "C", "C", "C", "N", "H", "H", "H", "H", "H", "H", "H", "C", "C", "C", "C", "N", "H", "H", "H", "H", "H", "H", "H"], "positions_angstrom": [[-0.16, 2.63, 4.62], [0.05, 3.03, 3.51], [0.34, 3.54, 2.17], [0.65, 2.41, 1.13], [1.95, 1.93, 1.44], [2.09, 0.63, 1.91], [1.79, 0.28, 3.01], [2.73, -0.31, 0.92], [4.12, -0.27, 0.77], [4.72, -1.10, -0.17], [3.94, -1.95, -0.95], [2.56, -2.02, -0.78], [1.98, -1.19, 0.17], [-0.40, 1.42, 1.23], [-0.63, 0.80, -0.02], [-1.39, -0.11, -0.22], [0.34, 1.47, -0.98], [0.54, 2.87, -0.36], [-0.77, 3.67, -0.62], [-1.22, 3.74, -2.10], [-2.67, 3.22, -2.32], [-2.72, 1.78, -2.85], [-4.04, 1.02, -2.60], [-4.74, 1.44, -1.38], [1.72, 3.62, -1.02], [1.99, 5.59, -0.14], [3.06, 2.84, -1.11], [4.22, 3.24, -0.18], [-0.16, 2.29, 5.63], [1.24, 4.14, 2.24], [-0.48, 4.18, 1.83], [4.70, 0.41, 1.38], [5.79, -1.06, -0.28], [4.40, -2.58, -1.71], [1.93, -2.67, -1.36], [0.90, -1.23, 0.29], [-1.25, 1.69, 1.70], [0.16, 1.39, -2.04], [1.26, 0.89, -0.83], [-0.67, 4.69, -0.26], [-1.60, 3.25, -0.04], [-0.53, 3.28, -2.80], [-1.25, 4.80, -2.37], [-3.11, 3.86, -3.09], [-3.25, 3.38, -1.42], [-1.90, 1.16, -2.49], [-2.60, 1.84, -3.94], [-3.77, -0.05, -2.50], [-4.71, 1.06, -3.46], [-4.08, 1.67, -0.65], [-5.34, 0.71, -1.05], [1.43, 3.87, -2.03], [2.91, 1.77, -0.97], [3.44, 2.96, -2.13], [3.90, 3.32, 0.86], [4.94, 2.41, -0.21], [4.74, 4.12, -0.52], [9.23, -0.98, 2.93], [9.11, -2.17, 1.99], [9.60, -1.85, 0.57], [8.81, -0.77, -0.03], [8.18, 0.08, -0.48], [8.61, -0.14, 2.60], [8.90, -1.25, 3.93], [10.26, -0.63, 3.00], [8.07, -2.49, 1.95], [9.69, -3.00, 2.38], [9.51, -2.73, -0.07], [10.65, -1.55, 0.58], [1.91, 9.04, 5.10], [1.77, 7.71, 4.37], [2.66, 7.60, 3.13], [2.32, 8.64, 2.16], [2.04, 9.47, 1.42], [1.61, 9.88, 4.46], [1.28, 9.06, 5.99], [2.94, 9.21, 5.41], [0.73, 7.56, 4.08], [2.02, 6.90, 5.06], [2.54, 6.63, 2.66], [3.71, 7.71, 3.41], [-1.98, -4.55, -2.08], [-1.96, -3.10, -1.61], [-1.54, -2.13, -2.73], [-0.18, -2.42, -3.20], [0.89, -2.65, -3.55], [-0.99, -4.89, -2.39], [-2.31, -5.20, -1.28], [-2.66, -4.67, -2.92], [-1.28, -2.99, -0.76], [-2.95, -2.81, -1.27], [-1.56, -1.10, -2.37], [-2.22, -2.21, -3.58], [-6.85, -5.48, -4.95], [-6.03, -6.59, -5.59], [-4.65, -6.74, -4.96], [-3.87, -5.50, -5.09], [-3.26, -4.54, -5.19], [-6.38, -4.50, -5.08], [-7.85, -5.43, -5.40], [-6.98, -5.65, -3.88], [-5.93, -6.40, -6.66], [-6.56, -7.54, -5.49], [-4.09, -7.55, -5.42], [-4.74, -6.97, -3.89], [-6.87, -5.72, -0.77], [-5.78, -6.20, 0.19], [-4.81, -7.19, -0.46], [-5.52, -8.39, -0.94], [-6.09, -9.32, -1.30], [-7.50, -6.54, -1.10], [-7.51, -4.99, -0.27], [-6.44, -5.24, -1.65], [-6.25, -6.66, 1.06], [-5.21, -5.35, 0.55], [-4.05, -7.50, 0.25], [-4.31, -6.73, -1.31], [3.44, -6.93, 1.44], [3.76, -6.99, -0.05], [2.94, -5.98, -0.86], [1.50, -6.24, -0.74], [0.39, -6.47, -0.62], [2.40, -7.19, 1.64], [4.06, -7.64, 1.99], [3.63, -5.93, 1.85], [3.57, -8.00, -0.42], [4.82, -6.78, -0.20], [3.21, -6.04, -1.92], [3.14, -4.96, -0.52], [-4.85, 7.13, 4.15], [-3.44, 7.44, 4.62], [-2.49, 7.80, 3.47], [-2.38, 6.70, 2.51], [-2.30, 5.83, 1.76], [-4.88, 6.27, 3.48], [-5.50, 6.91, 5.00], [-5.28, 7.99, 3.62], [-3.04, 6.57, 5.15], [-3.46, 8.27, 5.33], [-1.50, 8.03, 3.85], [-2.86, 8.69, 2.94]], "homo_ev": -8.95, "gap_ev": 9.4, "smiles": "C#CC[C@@]1(OC(=O)c2ccccc2)NC(=O)C[C@]1(CCCCCN)[C@@H](I)CC.CCCC#N.CCCC#N.CCCC#N.CCCC#N.CCCC#N.CCCC#N.CCCC#N"}



Max |F| / hartree/bohr: 0.0329, 0.0516